Arrangement a

ORCA calculation (ωB97M-V with the def2-TZVPD basis set) on an isolated molecule of C5H6O.

Values from the calculation:
highest occupied orbital energy: -0.3282 hartree
SMILES string: C#CC/C=C/O
HOMO-LUMO gap: 9.904 eV
lowest unoccupied orbital energy: 0.974 eV

Each line ends with the Löwdin charge.
CARTESIAN COORDINATES (ANGSTROEM)
O (-2.347, 1.422, -0.144)  0.005
C (-1.517, 0.500, 0.407)  -0.210
C (-0.652, -0.260, -0.255)  -0.125
C (0.438, -1.045, 0.424)  -0.220
C (1.707, -0.421, 0.009)  -0.148
C (2.614, 0.253, -0.408)  0.103
H (-2.041, 1.582, -1.048)  0.103
H (-1.631, 0.447, 1.487)  0.125
H (-0.594, -0.224, -1.344)  0.117
H (0.375, -2.098, 0.134)  0.111
H (0.344, -0.994, 1.516)  0.117
H (3.398, 0.873, -0.785)  0.023


Arrangement b

ORCA calculation (ωB97M-V with the def2-TZVPD basis set) on an isolated molecule of C5H6O.

Values from the calculation:
highest occupied orbital energy (alpha / beta): -0.2967 / -0.2991 hartree
HOMO-LUMO gap (alpha / beta): 7.049 / 7.112 eV
lowest unoccupied orbital energy (alpha / beta): -1.023 / -1.027 eV

Each line ends with the Löwdin charge.
CARTESIAN COORDINATES (ANGSTROEM)
C (-0.458, 1.719, 0.335)  -0.035
C (-0.347, 0.253, 0.187)  -0.127
C (-1.050, -0.848, -0.557)  -0.352
C (1.650, -1.431, 0.137)  0.050
C (0.559, -0.718, -0.093)  -0.144
O (-1.809, -1.814, -0.476)  0.020
H (-1.312, 0.043, -1.263)  0.187
H (-0.185, 1.948, 1.372)  0.102
H (0.232, 2.266, -0.312)  0.089
H (-1.481, 2.060, 0.167)  0.090
H (2.530, -0.989, 0.589)  0.057
H (1.671, -2.489, -0.086)  0.061


Which of them is least stable? Easy: arrangement b.


Arrangement a

ORCA calculation (ωB97M-V with the def2-TZVPD basis set) on C5H6O as an isolated structure.

Values from the calculation:
highest occupied orbital energy (alpha / beta): -0.2848 / -0.2847 hartree
HOMO-LUMO gap (alpha / beta): 6.971 / 6.966 eV
lowest unoccupied orbital energy (alpha / beta): -0.779 / -0.780 eV

Each line ends with the Löwdin charge.
CARTESIAN COORDINATES (ANGSTROEM)
C (-1.686, -0.082, 0.044)  -0.076
C (-0.422, 0.422, 0.332)  -0.280
C (0.626, 0.128, -0.783)  -0.340
O (0.111, -0.088, -1.936)  0.137
C (1.981, 0.042, -0.429)  -0.073
C (2.005, -0.191, 0.845)  0.079
H (-2.575, 0.430, 0.397)  0.043
H (-1.806, -1.146, -0.156)  0.060
H (-0.892, -0.019, -1.732)  0.131
H (0.476, -0.064, 1.226)  0.126
H (-0.404, 1.484, 0.613)  0.129
H (2.661, -0.508, 1.654)  0.063


Arrangement b

ORCA calculation (ωB97M-V with the def2-TZVPD basis set) on a 2-piece molecular cluster, C5H6O overall.

Values from the calculation:
highest occupied orbital energy: -0.3178 hartree
SMILES string: CC1=C=C1.C=O
HOMO-LUMO gap: 9.562 eV
lowest unoccupied orbital energy: 0.915 eV

Each line ends with the Löwdin charge.
CARTESIAN COORDINATES (ANGSTROEM)
C (-0.469, 0.730, -0.167)  -0.027
C (-0.361, -0.027, -1.330)  -0.289
C (0.540, -0.552, 3.400)  -0.181
C (-1.179, -0.538, -0.271)  0.034
C (-0.029, -0.020, -2.778)  -0.055
O (1.343, -0.686, 2.535)  -0.014
H (-0.117, 1.625, 0.418)  0.107
H (0.059, 0.503, 3.552)  0.091
H (0.171, -1.277, 4.218)  0.095
H (-0.936, 0.362, -3.293)  0.099
H (0.283, -0.886, -3.334)  0.070
H (0.697, 0.765, -2.950)  0.069


Arrangement c

ORCA calculation (ωB97M-V with the def2-TZVPD basis set) on an isolated molecule of C5H6O.

Values from the calculation:
highest occupied orbital energy: -0.3455 hartree
SMILES string: C#CCCC=O
HOMO-LUMO gap: 10.172 eV
lowest unoccupied orbital energy: 0.772 eV

Each line ends with the Löwdin charge.
CARTESIAN COORDINATES (ANGSTROEM)
O (2.416, -1.111, 0.244)  0.050
C (1.783, -0.487, 1.061)  -0.268
C (0.366, -0.003, 0.844)  -0.129
C (-0.160, -0.280, -0.596)  -0.189
C (-1.426, 0.267, -0.966)  -0.206
C (-2.217, 1.086, -1.417)  0.076
H (2.232, -0.240, 2.050)  0.123
H (0.321, 1.057, 1.117)  0.119
H (-0.236, -0.502, 1.641)  0.134
H (-0.006, 0.302, -1.587)  0.158
H (0.204, -1.236, -0.960)  0.116
H (-3.276, 1.147, -1.429)  0.016


Which of them is least stable? Easy: arrangement a.